Entry 1:
Below is a cluster of 2 separate species, C3H12NO2 in total at a distorted geometry, with properties calculated with ωB97M-V/def2-TZVPD.

Structure (XYZ):
```
18
Properties=species:S:1:pos:R:3:mulliken_charge:R:1
C -0.315 0.537 -0.605 -0.58
C -1.063 -0.751 -0.145 0.14
C -2.553 -0.480 0.068 -1.48
O -0.739 -1.780 -1.018 -0.52
N 1.147 0.243 -0.473 -0.19
H -0.592 0.919 -1.580 0.38
H -0.596 1.274 0.145 0.31
H -0.622 -0.883 0.852 0.44
H -2.651 0.428 0.650 0.38
H -3.110 -1.312 0.480 0.35
H -2.977 -0.296 -0.925 0.42
H -1.448 -1.937 -1.647 0.36
H 1.221 -0.705 -0.107 0.37
H 1.626 0.668 0.340 0.28
H 1.753 0.461 -1.268 0.34
H 3.440 1.922 1.423 0.34
H 4.170 0.672 2.045 0.34
O 3.306 1.019 1.766 -0.68
```

* relative energy (zero: lowest compared OMol25 entry of this formula, charge and spin): 84.4 kJ/mol
* DFT total energy: -8883.9998 eV
* molecular weight: 94.1 g/mol
* frontier orbital gap: 11.47 eV
* charge: +1
* multiplicity: 1

=====

Entry 2:
Below is a cluster of 2 separate species, C3H12NO2 in total at a distorted geometry, with properties calculated with ωB97M-V/def2-TZVPD.

Structure (XYZ):
```
18
Properties=species:S:1:pos:R:3:mulliken_charge:R:1
C -0.308 0.015 0.002 -0.37
C -0.313 0.686 1.354 -0.56
C -0.084 -0.446 2.377 -0.56
O 1.131 -1.124 1.921 -0.51
N -0.812 1.015 -1.226 -0.41
H 0.670 -0.305 -0.349 0.31
H -1.108 -0.814 0.005 0.30
H -1.267 1.179 1.647 0.36
H 0.469 1.450 1.380 0.35
H -1.135 -0.959 2.327 0.30
H 0.109 -0.215 3.488 0.32
H 0.881 -2.119 1.946 0.34
H -0.877 0.310 -2.042 0.42
H -1.696 1.578 -1.062 0.35
H -0.079 1.709 -1.475 0.36
H 1.147 -0.622 -3.095 0.32
H 0.287 -0.124 -4.384 0.31
O 0.432 -0.088 -3.447 -0.63
```

* relative energy (zero: lowest compared OMol25 entry of this formula, charge and spin): 154.6 kJ/mol
* DFT total energy: -8883.2722 eV
* molecular weight: 94.1 g/mol
* frontier orbital gap: 10.83 eV
* charge: +1
* multiplicity: 1

=====

Entry 3:
Below is a cluster of 3 separate species, C3H12NO2 in total at a distorted geometry, with properties calculated with ωB97M-V/def2-TZVPD.

Structure (XYZ):
```
18
Properties=species:S:1:pos:R:3:mulliken_charge:R:1
C 2.303 -0.970 -1.169 -0.99
C 1.309 -1.552 -0.199 -0.21
C 0.143 -1.029 0.284 -0.34
N 0.286 0.078 1.297 -0.23
H 1.923 -0.055 -1.617 0.35
H 3.231 -0.584 -0.716 0.32
H 2.598 -1.747 -1.866 0.32
H 1.286 -2.640 -0.140 0.34
H -0.838 -1.343 -0.034 0.40
H 0.031 1.022 0.955 0.29
H -0.283 -0.163 2.109 0.35
H 1.269 0.183 1.547 0.38
H -2.409 1.933 0.605 0.34
H -1.976 2.730 1.914 0.32
O -1.673 2.260 1.133 -0.65
H -2.243 1.422 -1.430 0.34
H -2.668 -0.094 -1.641 0.30
O -2.290 0.548 -1.032 -0.63
```

* relative energy (zero: lowest compared OMol25 entry of this formula, charge and spin): 295.7 kJ/mol
* DFT total energy: -8881.8099 eV
* molecular weight: 94.1 g/mol
* frontier orbital gap: 8.78 eV
* charge: +1
* multiplicity: 1

=====

Entry 4:
Below is a cluster of 3 separate species, C3H12NO2 in total at a distorted geometry, with properties calculated with ωB97M-V/def2-TZVPD.

Structure (XYZ):
```
18
Properties=species:S:1:pos:R:3:mulliken_charge:R:1
C 2.838 -1.640 0.222 -0.94
C 2.108 -0.347 0.590 0.03
C 1.479 0.355 -0.329 -0.31
N 0.550 1.490 0.021 -0.23
H 3.827 -1.727 0.714 0.31
H 2.374 -2.621 0.541 0.28
H 2.850 -1.583 -0.876 0.27
H 1.674 -0.468 1.586 0.27
H 1.602 0.360 -1.394 0.32
H 0.556 2.231 -0.659 0.42
H -0.465 1.228 -0.057 0.23
H 0.615 1.896 1.015 0.42
H -2.473 0.272 -0.296 0.39
H -2.807 1.731 -0.843 0.30
O -2.103 1.185 -0.470 -0.73
H -4.187 -0.907 -0.030 0.36
H -3.143 -1.946 -0.331 0.35
O -3.264 -1.115 0.186 -0.72
```

* relative energy (zero: lowest compared OMol25 entry of this formula, charge and spin): 133.0 kJ/mol
* DFT total energy: -8883.4959 eV
* molecular weight: 94.1 g/mol
* frontier orbital gap: 11.25 eV
* charge: +1
* multiplicity: 1

=====

Entry 5:
Below is a cluster of 2 separate species, C3H12NO2 in total at a distorted geometry, with properties calculated with ωB97M-V/def2-TZVPD.

Structure (XYZ):
```
18
Properties=species:S:1:pos:R:3:mulliken_charge:R:1
C -0.832 0.192 -1.611 -0.65
O -1.490 1.163 -2.431 -0.51
C 0.101 0.999 -0.701 0.30
C 0.965 0.343 0.344 -1.38
N -0.762 2.094 0.012 -0.34
H -0.162 -0.482 -2.157 0.33
H -1.468 -0.483 -1.021 0.40
H -2.424 0.957 -2.270 0.36
H 0.774 1.618 -1.307 0.31
H 1.841 -0.107 -0.155 0.35
H 1.302 1.054 1.108 0.41
H 0.448 -0.409 0.949 0.38
H -1.448 1.660 0.631 0.33
H -1.251 2.581 -0.746 0.38
H -0.164 2.706 0.561 0.35
H 1.921 -4.027 3.266 0.32
H 1.292 -5.390 2.893 0.32
O 1.355 -4.470 2.636 -0.65
```

* relative energy (zero: lowest compared OMol25 entry of this formula, charge and spin): 97.5 kJ/mol
* DFT total energy: -8883.8636 eV
* molecular weight: 94.1 g/mol
* frontier orbital gap: 10.17 eV
* charge: +1
* multiplicity: 1

=====

Entry 6:
Below is a cluster of 3 separate species, C3H12NO2S in total at a distorted geometry, with properties calculated with ωB97M-V/def2-TZVPD.

Structure (XYZ):
```
19
Properties=species:S:1:pos:R:3:mulliken_charge:R:1
C 1.864 2.137 -0.197 -1.49
C 0.467 1.716 -0.567 0.63
C 0.229 1.197 -2.030 -1.07
S 1.086 -0.504 -2.318 -0.69
N 0.141 0.594 0.335 -0.68
H 2.440 1.128 -0.265 0.27
H 1.893 2.583 0.744 0.39
H 2.357 2.760 -0.849 0.40
H -0.197 2.500 -0.165 0.20
H -0.817 1.021 -2.221 0.31
H 0.665 1.962 -2.630 0.35
H -0.339 -0.242 -0.067 0.26
H 0.956 0.224 0.888 0.19
H -1.125 -1.662 -1.690 0.28
H -0.772 -2.763 -2.622 0.32
O -1.445 -2.622 -1.951 -0.68
H -2.158 -2.976 5.766 1.20
H -3.052 -3.508 4.783 1.12
O -2.195 -3.545 5.058 -3.31
```

* relative energy (zero: lowest compared OMol25 entry of this formula, charge and spin): 94.8 kJ/mol
* DFT total energy: -19722.6192 eV
* molecular weight: 126.2 g/mol
* frontier orbital gap (spin up / spin down): 1.94 / 6.69 eV
* charge: -2
* multiplicity: 2
* ⟨S²⟩: 0.75

=====

Entry 7:
Below is a cluster of 2 separate species, C3H12NO2S2 in total at a distorted geometry, with properties calculated with ωB97M-V/def2-TZVPD.

Structure (XYZ):
```
20
Properties=species:S:1:pos:R:3:mulliken_charge:R:1
N -1.024 -0.829 -0.270 -0.24
C -0.557 0.445 -0.901 0.14
C -0.902 0.395 -2.398 -0.59
O -2.065 -0.391 -2.628 -0.60
C 0.943 0.587 -0.690 -1.09
S 1.397 0.952 1.037 -0.01
S 2.277 -0.803 1.593 -0.18
H -0.369 -1.591 -0.075 0.36
H -1.776 -1.278 -0.808 0.38
H -1.475 -0.595 0.631 0.41
H -1.024 1.243 -0.333 0.27
H -0.109 -0.182 -2.872 0.37
H -1.039 1.350 -2.857 0.40
H -2.902 0.046 -2.449 0.33
H 1.475 -0.263 -1.090 0.52
H 1.257 1.439 -1.290 0.38
H 3.298 -0.800 0.715 0.19
H -3.276 -0.054 2.234 0.31
H -3.996 -0.638 1.034 0.30
O -3.145 -0.267 1.298 -0.63
```

* relative energy (zero: lowest compared OMol25 entry of this formula, charge and spin): 23.2 kJ/mol
* DFT total energy: -30554.9017 eV
* molecular weight: 158.3 g/mol
* frontier orbital gap: 9.32 eV
* charge: +1
* multiplicity: 1

=====

Entry 8:
Below is a cluster of 3 separate species, C3H12NO3 in total at a distorted geometry, with properties calculated with ωB97M-V/def2-TZVPD.

Structure (XYZ):
```
19
Properties=species:S:1:pos:R:3:mulliken_charge:R:1
O 1.694 -1.654 -1.227 -0.55
C 0.878 -2.200 -0.554 -0.39
C 0.396 -1.445 0.769 -0.52
N 0.308 -0.022 0.432 0.21
C 0.693 0.754 1.636 -0.95
H 0.461 -3.281 -0.701 0.25
H -0.573 -1.916 1.138 0.27
H 1.124 -1.627 1.691 0.29
H 0.791 0.272 -0.387 0.36
H -0.653 0.398 0.169 0.15
H 1.665 1.319 1.426 0.30
H 0.720 0.124 2.516 0.45
H -0.014 1.630 1.821 0.26
H -0.842 1.255 -2.824 0.30
H 0.571 0.987 -3.319 0.31
O -0.098 0.833 -2.519 -0.65
H -2.610 2.188 -0.399 0.32
H -2.565 0.894 0.367 0.33
O -1.945 1.491 -0.035 -0.73
```

* relative energy (zero: lowest compared OMol25 entry of this formula, charge and spin): 200.9 kJ/mol
* DFT total energy: -10933.3854 eV
* molecular weight: 110.1 g/mol
* frontier orbital gap (spin up / spin down): 3.21 / 7.58 eV
* charge: 0
* multiplicity: 2
* ⟨S²⟩: 0.75

=====

Entry 9:
Below is a cluster of 3 separate species, C3H12NO4 in total at a distorted geometry, with properties calculated with ωB97M-V/def2-TZVPD.

Structure (XYZ):
```
20
Properties=species:S:1:pos:R:3:mulliken_charge:R:1
N 2.161 -1.203 1.488 -0.82
C 1.361 -0.640 0.413 0.23
C 1.821 0.785 0.401 -0.67
O 1.425 1.429 -0.848 -0.63
C -0.165 -0.874 0.655 -0.76
O -0.865 -0.175 -0.326 -0.98
H 2.110 -2.180 1.318 0.27
H 1.764 -1.160 2.458 0.24
H 1.549 -1.128 -0.458 0.47
H 1.299 1.351 1.146 0.20
H 2.850 0.684 0.625 0.45
H 0.441 1.120 -1.055 0.41
H -0.313 -1.955 0.724 0.25
H -0.451 -0.481 1.601 0.37
H -2.215 0.152 -2.936 0.27
H -1.120 -0.313 -2.049 0.47
O -1.399 -0.369 -3.013 -0.71
H -2.683 0.380 0.886 0.35
H -3.179 1.858 0.995 0.31
O -3.322 0.923 1.376 -0.72
```

* relative energy (zero: lowest compared OMol25 entry of this formula, charge and spin): 110.9 kJ/mol
* DFT total energy: -12985.7468 eV
* molecular weight: 126.1 g/mol
* frontier orbital gap: 7.92 eV
* charge: -1
* multiplicity: 1

=====

Entry 10:
Below is a cluster of 2 separate species, C3H12NOS2 in total at a distorted geometry, with properties calculated with ωB97M-V/def2-TZVPD.

Structure (XYZ):
```
19
Properties=species:S:1:pos:R:3:mulliken_charge:R:1
N -0.711 0.206 1.368 -0.21
C -0.505 -0.510 0.021 0.77
C -1.212 -1.864 0.043 -1.46
C 0.976 -0.683 -0.154 -1.16
S 1.923 0.806 -0.716 0.02
S 3.097 1.722 0.591 -0.19
H -1.434 0.891 1.215 0.37
H -1.044 -0.408 2.112 0.37
H 0.131 0.698 1.673 0.30
H -0.983 0.088 -0.732 -0.05
H -2.254 -1.756 -0.272 0.40
H -0.897 -2.412 -0.851 0.38
H -1.049 -2.451 0.934 0.43
H 1.502 -1.257 0.604 0.48
H 1.126 -1.289 -1.048 0.37
H 4.333 1.180 0.475 0.18
H -0.522 2.920 -1.905 0.29
H -1.653 1.950 -1.899 0.29
O -0.824 2.168 -1.457 -0.58
```

* relative energy (zero: lowest compared OMol25 entry of this formula, charge and spin): 102.7 kJ/mol
* DFT total energy: -28506.8924 eV
* molecular weight: 142.3 g/mol
* frontier orbital gap: 9.32 eV
* charge: +1
* multiplicity: 1

=====

Entry 11:
Below is a cluster of 3 separate species, C3H12NOS2 in total at a distorted geometry, with properties calculated with ωB97M-V/def2-TZVPD.

Structure (XYZ):
```
19
Properties=species:S:1:pos:R:3:mulliken_charge:R:1
N 0.976 1.833 0.587 -0.49
C 1.492 0.454 0.135 0.74
C 2.898 0.405 0.760 -1.31
C 0.606 -0.680 0.462 -0.99
S -1.094 -0.512 -0.176 0.18
S -6.665 0.188 0.033 -0.29
H 1.113 2.615 -0.072 0.31
H -7.092 -1.106 0.299 0.19
H -0.017 1.797 0.713 0.19
H 1.542 0.757 -0.981 0.24
H 3.542 1.305 0.448 0.33
H 3.528 -0.541 0.626 0.34
H 2.799 0.646 1.864 0.37
H 0.621 -0.855 1.553 0.43
H 1.004 -1.678 0.098 0.49
H -5.742 0.654 0.901 0.15
H -0.182 -1.259 -1.796 0.29
H 0.226 -2.156 -3.181 0.34
O 0.446 -1.866 -2.273 -0.51
```

* relative energy (zero: lowest compared OMol25 entry of this formula, charge and spin): 705.2 kJ/mol
* DFT total energy: -28500.6480 eV
* molecular weight: 142.3 g/mol
* frontier orbital gap: 2.34 eV
* charge: +1
* multiplicity: 1

=====

Entry 12:
Below is the ion C3H12NP2 with charge +1 at a distorted geometry, with properties calculated with ωB97M-V/def2-TZVPD.

Structure (XYZ):
```
18
Properties=species:S:1:pos:R:3:mulliken_charge:R:1
C -0.631 0.372 -1.895 -0.89
C 0.997 -1.617 0.686 -0.92
C 0.777 1.043 0.073 -0.58
N -0.461 0.371 -0.436 -0.12
P 1.040 -0.040 1.512 0.17
P -1.892 0.623 0.598 -0.08
H 0.358 0.151 -2.270 0.34
H -1.344 -0.551 -2.031 0.34
H -1.065 1.353 -2.219 0.29
H 1.124 -2.397 1.327 0.45
H 0.029 -1.681 0.188 0.33
H 1.750 -1.797 -0.064 0.39
H 0.610 2.125 0.522 0.30
H 1.628 0.881 -0.527 0.47
H 2.306 0.059 2.077 0.16
H 0.087 0.172 2.406 0.19
H -2.724 1.393 -0.102 0.07
H -2.587 -0.459 0.155 0.09
```

* relative energy (zero: lowest compared OMol25 entry of this formula, charge and spin): 15.9 kJ/mol
* DFT total energy: -23364.2567 eV
* molecular weight: 124.1 g/mol
* frontier orbital gap: 10.27 eV
* charge: +1
* multiplicity: 1

=====

Entry 13:
Below is a cluster of 2 separate species, C3H12NSi in total at a distorted geometry, with properties calculated with ωB97M-V/def2-TZVPD.

Structure (XYZ):
```
17
Properties=species:S:1:pos:R:3:mulliken_charge:R:1
C 0.654 -1.331 0.239 -0.79
C 2.230 0.472 -0.183 -0.85
C -0.127 0.954 0.328 -0.96
N 0.819 0.029 -0.299 -0.03
Si -3.300 0.101 -0.155 0.51
H 1.319 -2.033 -0.262 0.35
H 0.878 -1.322 1.304 0.37
H -0.379 -1.647 0.111 0.25
H 2.341 1.458 -0.633 0.35
H 2.503 0.538 0.870 0.36
H 2.898 -0.225 -0.688 0.36
H -0.102 1.928 -0.137 0.40
H -0.003 0.984 1.400 0.34
H 0.593 0.006 -1.299 0.34
H -3.643 -0.257 1.212 0.01
H -2.882 -0.974 -1.044 -0.02
H -3.801 1.317 -0.762 0.01
```

* relative energy (zero: lowest compared OMol25 entry of this formula, charge and spin): 402.6 kJ/mol
* DFT total energy: -12662.7785 eV
* molecular weight: 90.2 g/mol
* frontier orbital gap (spin up / spin down): 7.54 / 6.90 eV
* charge: +1
* multiplicity: 1